Entry 1:
Molecular formula: C10H28N2O3
Method: DFT, ωB97M-V with the def2-TZVPD basis set

Geometry (Å):
C: -3.15930 -0.53374 -3.56801
C: -2.19273 -0.84206 -4.69492
C: -0.75989 -0.99387 -4.34281
O: -0.17996 0.24809 -3.85041
C: -0.16265 1.40766 -4.64755
N: -2.74365 -1.92377 -5.53215
H: -4.19653 -0.80521 -3.76433
H: -3.17024 0.51703 -3.27839
H: -2.96652 -1.14584 -2.68695
H: -2.25277 0.06878 -5.29061
H: -0.08929 -1.37136 -5.11474
H: -0.71287 -1.73045 -3.54072
H: 0.43403 2.23932 -4.27282
H: -1.14692 1.87369 -4.69360
H: 0.27871 1.11285 -5.59960
H: -2.51319 -2.69351 -4.92020
H: -2.23624 -2.09755 -6.38797
C: 1.90436 -1.36782 3.63805
C: 1.96779 -0.43813 4.76639
C: 1.00586 0.76257 4.59598
O: 1.51682 1.88559 5.21539
C: 0.80524 3.11392 5.06603
N: 1.66245 -1.09607 6.00435
H: 2.41840 -2.27931 3.94306
H: 2.44208 -0.96164 2.78133
H: 0.87506 -1.64553 3.41106
H: 3.00957 -0.14216 4.88965
H: 0.01855 0.59126 5.02489
H: 1.03446 1.11632 3.56537
H: -0.27437 3.10376 5.21583
H: 0.91422 3.52023 4.06048
H: 1.32788 3.91275 5.59216
H: 2.41146 -1.76649 6.10242
H: 1.86598 -0.38765 6.69486
C: 0.36272 -0.44723 0.52669
C: -0.00743 -0.02414 -0.88878
O: 1.22545 0.16316 -1.65783
H: 0.82952 -1.43031 0.58791
H: -0.54005 -0.37472 1.13320
H: 1.07373 0.31954 0.83430
H: -0.52087 0.93702 -0.91406
H: -0.59951 -0.76498 -1.42609
H: 1.04055 0.36989 -2.57689

Forces on atoms 1 to 2 (eV/Å):
C -0.2 -0.6 1.1
C -1.6 1.8 -2.4

Its expectation value of S² is 0.7563. As for the spin multiplicity: 2. As for the charge: +1. The calculation puts the HOMO energy (alpha / beta) at -11.210 / -11.210 eV. The HOMO-LUMO gap (alpha / beta) comes out at 8.4 / 2.1 eV.



Entry 2:
Molecular formula: C10H29AgN4O4
Method: DFT, ωB97M-V with the def2-TZVPD basis set

Geometry (Å):
Ag: 0.33284 0.26483 -0.16594
C: 1.14533 2.51506 -1.84746
O: 0.36737 1.42056 -2.15008
H: 2.03641 2.25363 -1.23384
H: 1.57760 2.99849 -2.74381
H: 0.62242 3.32487 -1.30248
C: -3.89415 -0.47656 1.45053
C: -2.51491 -0.02319 0.99777
C: -1.72139 0.68463 2.08168
O: -0.76511 1.56784 1.51952
C: -0.27277 2.49581 2.46570
N: -1.69999 -1.14043 0.44976
H: -4.37050 0.40234 1.90357
H: -3.85319 -1.26013 2.20797
H: -4.54050 -0.75455 0.62136
H: -2.59475 0.69795 0.17746
H: -1.29332 -0.01621 2.81150
H: -2.42692 1.31995 2.63453
H: 0.24229 3.26411 1.88942
H: 0.46460 2.01485 3.11883
H: -1.05758 2.96854 3.06029
H: -2.18280 -1.61953 -0.30474
H: -1.63378 -1.87443 1.15512
C: 4.65855 -0.58890 0.40077
C: 3.13728 -0.63677 0.24965
C: 2.65576 -2.07526 0.20839
O: 1.44213 -2.08581 -0.52072
C: 0.92033 -3.38239 -0.67732
N: 2.41646 0.08771 1.33132
H: 4.99099 0.37652 0.78614
H: 5.11905 -0.70560 -0.58280
H: 5.04640 -1.36938 1.05815
H: 2.82548 -0.14765 -0.67516
H: 2.48266 -2.46069 1.22262
H: 3.38894 -2.71020 -0.30312
H: 1.65655 -4.04371 -1.14733
H: -0.00349 -3.36813 -1.24710
H: 0.69597 -3.80843 0.31289
H: 2.62902 -0.23712 2.27376
H: 2.87733 0.99845 1.35928
C: -2.88467 0.56223 -2.92581
O: -4.08348 0.35956 -3.12568
N: -1.98457 -0.46149 -2.76325
N: -2.32177 1.80582 -2.86886
H: -1.02643 -0.19617 -2.60369
H: -2.36943 -1.38253 -2.82548
H: -1.31858 1.86711 -2.62788
H: -2.91764 2.57442 -3.10543

Forces on atoms 1 to 2 (eV/Å):
Ag -0.2 -0.1 -0.7
C 0.6 0.3 -0.2

Its relative energy (zero: lowest compared OMol25 entry of this formula, charge and spin) is 0.000 eV. As for the spin multiplicity: 1. The calculation puts the HOMO energy at -7.507 eV. The HOMO-LUMO gap comes out at 7.9 eV.



Entry 3:
Molecular formula: C10H29AsCl3O4PdSi3
Method: DFT, ωB97M-V with the def2-TZVPD basis set

Geometry (Å):
Pd: 0.11400 -0.14756 -2.15097
Cl: -1.32348 2.20390 -3.92047
C: 0.35630 2.08358 -4.37827
Cl: 1.37479 1.68548 -2.92226
H: 0.73150 3.02826 -4.75405
H: 0.50012 1.27371 -5.08439
O: -0.68263 -2.00031 -2.03144
Cl: -0.26319 -2.51792 -3.39169
O: -1.33734 -3.23750 -3.92904
O: 0.91492 -3.27567 -3.24718
O: 0.01092 -1.27613 -4.11283
C: -1.43581 3.05795 0.26490
Si: 0.05737 2.25260 1.02472
C: 0.02018 2.24341 2.88132
C: 1.62871 3.07527 0.45299
As: 0.02589 -0.00940 0.22241
Si: -2.09802 -1.03491 0.74115
C: -1.90452 -2.87201 0.88957
C: -2.56025 -0.32616 2.40160
C: -3.27434 -0.49833 -0.58703
Si: 2.02491 -1.16551 0.81598
C: 2.44217 -0.75358 2.57752
C: 1.73464 -2.97640 0.54602
C: 3.26530 -0.46949 -0.39405
H: -1.45411 4.12094 0.51871
H: -2.36463 2.61550 0.62883
H: -1.41723 2.98150 -0.82470
H: 0.01638 3.28455 3.21721
H: 0.90367 1.76933 3.31116
H: -0.86542 1.76012 3.28523
H: 1.63264 4.09459 0.84889
H: 1.69696 3.14440 -0.63259
H: 2.52258 2.57830 0.83417
H: -1.29123 -3.14107 1.75038
H: -1.49323 -3.33131 -0.00744
H: -2.90443 -3.28497 1.05513
H: -1.80497 -0.51752 3.16496
H: -3.47791 -0.82679 2.72724
H: -2.77035 0.74259 2.36751
H: -3.01265 -0.90947 -1.56152
H: -3.33504 0.58803 -0.66296
H: -4.26503 -0.87596 -0.31730
H: 1.62228 -0.96458 3.26526
H: 2.72664 0.29427 2.69163
H: 3.29645 -1.36649 2.87630
H: 1.05181 -3.40064 1.28325
H: 2.68558 -3.50863 0.64376
H: 1.35441 -3.17440 -0.45752
H: 3.29996 0.62229 -0.37713
H: 3.05938 -0.80933 -1.41089
H: 4.26537 -0.82851 -0.13209

Forces on atoms 1 to 2 (eV/Å):
Pd 0.1 -0.4 -0.2
Cl 0.0 0.1 -0.1

Its relative energy (zero: lowest compared OMol25 entry of this formula, charge and spin) is 0.000 eV. As for the spin multiplicity: 1. As for the charge: +1. The calculation puts the HOMO energy (alpha / beta) at -12.895 / -12.895 eV. The HOMO-LUMO gap (alpha / beta) comes out at 8.0 / 8.0 eV.



Entry 4:
Molecular formula: C10H30FO5S5Tl
Method: DFT, ωB97M-V with the def2-TZVPD basis set

Geometry (Å):
Tl: 0.80312 -0.48300 -0.90296
F: 0.62986 0.55609 -3.56971
C: -0.91681 -3.27107 2.78740
S: -2.16214 -2.39853 1.76242
O: -1.45537 -1.47661 0.76062
C: -2.84689 -3.86750 0.84305
H: -0.92338 -4.35102 2.63984
H: -1.17849 -2.79975 3.73475
H: 0.06773 -2.96151 2.43672
H: -3.14257 -4.52955 1.65690
H: -2.12653 -4.46315 0.28234
H: -3.58572 -3.52402 0.11900
C: 2.45162 4.04853 0.45175
S: 1.03967 3.74933 -0.69265
O: 0.69762 2.26583 -0.36304
C: -0.20557 4.70167 0.24640
H: 2.08400 3.82094 1.45233
H: 2.89724 5.04029 0.37468
H: 3.23018 3.33557 0.18042
H: -1.17451 4.48295 -0.20241
H: 0.02853 5.76580 0.21626
H: -0.36755 4.33702 1.26074
C: 2.53926 -2.47956 -5.06015
S: 3.67125 -1.75845 -3.83814
O: 2.84246 -1.54376 -2.59239
C: 4.70411 -3.19577 -3.62018
H: 2.32536 -3.51024 -4.77721
H: 3.00440 -2.38852 -6.04171
H: 1.67959 -1.82427 -4.91997
H: 5.05439 -3.29160 -2.59245
H: 5.41197 -3.41067 -4.42071
H: 3.94366 -3.96964 -3.72481
C: -4.10405 -0.06466 -1.03250
S: -2.81452 1.08423 -1.68732
O: -1.58982 0.92626 -0.73637
C: -3.43547 2.81957 -1.55295
H: -4.78040 0.38959 -0.30841
H: -3.76134 -1.06880 -0.78280
H: -4.74570 -0.19425 -1.90404
H: -2.65532 3.56910 -1.68587
H: -3.97835 2.95797 -0.61795
H: -4.23959 2.85681 -2.28787
C: 1.35449 -0.56963 4.14058
S: 1.18737 0.78782 2.90362
O: 0.21340 0.17933 1.91031
C: 0.13996 1.87887 3.99920
H: 2.16774 -1.17379 3.73841
H: 0.46504 -1.06327 4.53212
H: 2.00363 -0.17289 4.92116
H: 0.51482 2.08852 5.00102
H: -0.81966 1.36867 4.08232
H: -0.14270 2.79477 3.48022

Forces on atoms 1 to 2 (eV/Å):
Tl -1.4 1.7 -1.1
F 0.1 -0.8 1.6

Its relative energy (zero: lowest compared OMol25 entry of this formula, charge and spin) is 1.931 eV. As for the spin multiplicity: 1. As for the charge: +2. The calculation puts the HOMO energy at -13.932 eV. The HOMO-LUMO gap comes out at 3.2 eV.



Entry 5:
Molecular formula: C10H30IO7
Method: DFT, ωB97M-V with the def2-TZVPD basis set

Geometry (Å):
I: 9.45331 13.27805 13.33679
C: 7.58284 10.19944 16.17716
C: 6.99373 9.90041 14.80499
O: 8.01538 9.89293 13.82405
H: 6.84981 10.44804 16.95265
H: 8.36040 10.95759 16.13037
H: 8.01623 9.27794 16.58871
H: 6.17657 10.60199 14.58031
H: 6.47283 8.93960 14.77919
H: 8.28506 10.82254 13.74700
C: 9.44223 15.68035 18.66885
C: 9.05827 14.78926 17.49121
O: 10.20318 14.40079 16.76327
H: 9.97472 15.13033 19.44271
H: 8.55922 16.18441 19.06752
H: 10.10296 16.48711 18.33557
H: 8.30658 15.30411 16.88572
H: 8.57567 13.89365 17.91498
H: 9.91792 14.29444 15.84088
C: 10.72406 18.36200 11.18634
C: 10.08612 17.14219 11.82641
O: 11.02065 16.45990 12.63457
H: 11.65634 18.06687 10.70716
H: 10.96942 19.11924 11.93744
H: 9.98032 18.84626 10.55287
H: 9.68388 16.46264 11.06692
H: 9.22672 17.47669 12.42615
H: 10.55938 15.67626 12.97852
C: 12.74110 10.49211 16.41541
C: 12.17004 11.05909 15.13183
O: 12.44836 12.43984 15.07478
O: 14.12782 10.74490 16.57499
H: 12.51997 9.42128 16.47657
H: 12.15471 10.97311 17.20840
H: 11.08630 10.88719 15.14501
H: 12.53480 10.57228 14.21791
H: 11.67891 12.85452 14.64678
H: 14.51650 9.94027 16.92266
C: 11.19441 9.75603 11.44232
C: 12.37283 8.80732 11.57262
O: 13.20922 8.86462 10.42835
O: 11.62522 11.09980 11.25822
H: 10.61682 9.64445 12.36307
H: 10.64846 9.46017 10.53970
H: 11.92659 7.80444 11.66279
H: 12.94115 8.96192 12.49581
H: 13.59754 8.00410 10.26650
H: 11.00255 11.64573 11.76163

Forces on atoms 1 to 2 (eV/Å):
I -0.2 -0.1 0.1
C -0.2 -1.0 0.7

Its relative energy (zero: lowest compared OMol25 entry of this formula, charge and spin) is 0.000 eV. As for the spin multiplicity: 1. As for the charge: -1. The calculation puts the HOMO energy at -5.470 eV. The HOMO-LUMO gap comes out at 8.3 eV.



Entry 6:
Molecular formula: C10H30N10O20
Method: DFT, ωB97M-V with the def2-TZVPD basis set

Geometry (Å):
C: -2.30351 3.46564 -1.45676
N: -1.49832 3.35866 -2.71034
O: -1.49812 2.27121 -3.23921
O: -0.91565 4.33796 -3.09759
H: -3.36686 3.30859 -1.60286
H: -2.20055 4.46026 -1.02637
H: -1.84942 2.75985 -0.76595
C: 0.04498 4.24197 1.70471
N: 0.86272 5.40502 2.16908
O: 0.57640 6.50778 1.73495
O: 1.67345 5.20354 3.05662
H: 0.70581 3.66168 1.06382
H: -0.80943 4.67925 1.20047
H: -0.30168 3.68370 2.56935
C: -5.46766 0.67824 -1.91856
N: -4.16923 0.09048 -2.33302
O: -3.21715 0.23510 -1.59397
O: -4.15331 -0.50821 -3.38532
H: -6.07929 -0.12625 -1.50764
H: -5.94531 1.12469 -2.78029
H: -5.29189 1.31560 -1.05609
C: 4.21457 -0.09078 -0.32287
N: 3.04013 -0.84361 -0.87439
O: 2.50988 -1.65798 -0.15014
O: 2.61958 -0.50152 -1.96491
H: 4.03613 0.14225 0.71869
H: 4.35211 0.76845 -0.96505
H: 5.01334 -0.82724 -0.42672
C: -0.92708 0.61766 0.47555
N: 0.29207 0.02433 1.10336
O: 0.13935 -1.10515 1.52287
O: 1.28482 0.70426 1.19811
H: -0.52573 1.50398 -0.00908
H: -1.59985 0.80698 1.30528
H: -1.25868 -0.12377 -0.24248
C: 0.35432 -4.18450 -0.41001
N: 1.13351 -5.44969 -0.26896
O: 0.76155 -6.45426 -0.82734
O: 2.17141 -5.36962 0.36020
H: -0.69345 -4.44042 -0.53816
H: 0.71831 -3.86064 -1.38362
H: 0.55271 -3.53343 0.42655
C: -0.75943 -0.59903 -4.15674
N: -0.23433 -1.75470 -3.39936
O: -0.44944 -1.81023 -2.22394
O: 0.38037 -2.57547 -4.03849
H: -0.15139 0.27108 -3.92441
H: -1.76144 -0.36895 -3.79662
H: -0.80373 -0.77982 -5.22247
C: 0.26549 -0.45794 4.51628
N: -0.14998 0.98422 4.34004
O: 0.45065 1.80748 4.98080
O: -1.08996 1.20811 3.60060
H: 0.47201 -0.54691 5.57838
H: 1.13060 -0.61855 3.88223
H: -0.57558 -1.08600 4.24923
C: 2.33075 1.99038 -2.59904
N: 1.87465 2.04399 -1.17664
O: 0.69785 1.81014 -1.01645
O: 2.66890 2.25342 -0.30107
H: 1.76253 1.19392 -3.07110
H: 3.38481 1.74019 -2.66971
H: 2.11356 2.90276 -3.14877
C: 0.98305 -4.22126 3.58611
N: 0.48650 -5.60493 3.82049
O: 0.29958 -5.94149 4.97447
O: 0.32682 -6.32549 2.85701
H: 0.44417 -3.73522 2.77964
H: 2.02250 -4.33476 3.28239
H: 0.89555 -3.72504 4.54524

Forces on atoms 1 to 2 (eV/Å):
C 0.4 0.7 0.9
N -0.9 0.0 0.5

Its relative energy (zero: lowest compared OMol25 entry of this formula, charge and spin) is 1.525 eV. As for the spin multiplicity: 1. The calculation puts the HOMO energy at -10.443 eV. The HOMO-LUMO gap comes out at 10.0 eV. As for the SMILES: C[N+](=O)[O-].C[N+](=O)[O-].C[N+](=O)[O-].C[N+](=O)[O-].C[N+](=O)[O-].C[N+](=O)[O-].C[N+](=O)[O-].C[N+](=O)[O-].C[N+](=O)[O-].C[N+](=O)[O-].